# 1
The following is a DFT calculation (ωB97M-V/def2-TZVPD) of a structure of composition C2H8N3O.

CARTESIAN COORDINATES (ANGSTROEM)
N: -0.599 -0.568 -0.901
C: -1.733 0.106 -1.110
N: -2.848 -0.399 -1.552
H: -0.696 -1.541 -1.166
H: 0.486 -0.121 -0.530
H: -1.606 1.163 -0.837
H: -3.508 0.369 -1.673
N: 1.542 -0.151 2.221
C: 1.629 0.769 1.120
O: 1.630 0.207 -0.142
H: 2.326 -0.782 2.232
H: 0.708 -0.706 2.119
H: 0.817 1.518 1.198
H: 2.559 1.362 1.219

Output
Molecular weight ... 90.1 g mol⁻¹
Total energy ... -8721.99765 eV
Energy above the lowest of the compared OMol25 structures with the same formula, charge and spin ... 4.2 kcal per mole
Net charge ... -1
HOMO level ... -0.14372 Eh

Mulliken population analysis, charges in e, atoms 1 to 5: N -0.53; C 0.10; N -0.80; H 0.16; H 0.40

# 2
The following is a DFT calculation (ωB97M-V/def2-TZVPD) of a structure of composition C20H26BrCoN7OS2Se.

CARTESIAN COORDINATES (ANGSTROEM)
Co: -0.081 -0.890 -0.161
C: -0.447 4.570 -1.933
S: -0.924 3.057 -2.741
C: 0.414 1.897 -2.456
S: 1.930 2.385 -2.165
N: -0.028 0.626 -2.764
N: 0.397 -0.414 -1.989
C: 1.018 -1.420 -2.608
C: 1.265 -2.606 -1.816
C: 2.131 -3.623 -2.198
C: 2.225 -4.751 -1.333
C: 1.520 -4.805 -0.165
C: 0.724 -3.745 0.185
N: 0.635 -2.618 -0.577
H: -1.383 5.002 -1.494
H: -0.024 5.361 -2.596
H: 0.301 4.379 -1.166
H: 1.432 -1.229 -3.624
H: 2.701 -3.542 -3.114
H: 2.899 -5.601 -1.582
H: 1.592 -5.674 0.500
H: 0.118 -3.762 1.085
C: 5.335 -0.184 0.040
C: 4.050 -0.414 0.821
C: 4.100 -1.153 2.032
C: 2.921 -1.276 2.708
C: 1.693 -0.732 2.166
Br: 0.316 -0.434 3.430
N: 1.626 -0.353 0.895
C: 2.831 -0.120 0.284
H: 6.236 -0.070 0.695
H: 5.307 0.754 -0.571
H: 5.591 -1.039 -0.606
H: 5.052 -1.590 2.391
H: 2.852 -1.908 3.600
H: 2.777 0.490 -0.678
C: -4.765 1.296 0.189
N: -3.405 0.954 -0.240
C: -3.375 0.407 -1.575
C: -2.280 1.378 0.361
O: -1.137 1.206 -0.133
N: -2.424 2.138 1.522
C: -1.325 3.027 1.899
C: -3.174 1.629 2.653
H: -5.378 1.238 -0.703
H: -4.836 2.301 0.595
H: -5.152 0.572 0.941
H: -4.359 0.036 -1.791
H: -2.613 -0.325 -1.675
H: -3.182 1.180 -2.343
H: -1.081 3.637 1.010
H: -0.411 2.451 2.217
H: -1.578 3.715 2.703
H: -3.177 0.547 2.703
H: -4.182 2.071 2.535
H: -2.673 1.957 3.517
Se: -4.242 -2.536 1.585
C: -2.702 -1.907 0.963
N: -1.649 -1.538 0.574

Output
Molecular weight ... 662.4 g mol⁻¹
⟨S²⟩ ... 3.765
Total energy ... -228324.56427 eV
Energy above the lowest of the compared OMol25 structures with the same formula, charge and spin ... 30.2 kcal per mole
Net charge ... 0
HOMO level (alpha / beta) ... -0.26339 / -0.26739 Eh
Multiplicity ... 4

Mulliken population analysis, charges in e, atoms 1 to 5: Co 0.07; C -0.90; S -0.07; C 0.40; S -0.35

# 3
The following is a DFT calculation (ωB97M-V/def2-TZVPD) of an isolated molecule of C2H2O2S2.

CARTESIAN COORDINATES (ANGSTROEM)
O: 0.060 1.591 0.203
C: 0.391 0.417 -0.156
S: 1.806 -0.267 -0.408
C: -0.846 -0.438 -0.016
O: -0.407 -1.761 0.266
S: -2.386 0.041 -0.380
H: 0.771 2.229 0.398
H: 0.611 -1.812 0.093

Output
Molecular weight ... 122.2 g mol⁻¹
SMILES string ... OC(=S)C(O)=S
Total energy ... -27870.40420 eV
Energy above the lowest of the compared OMol25 structures with the same formula, charge and spin ... 27.7 kcal per mole
Net charge ... 0
HOMO level ... -0.33570 Eh

Mulliken population analysis, charges in e, atoms 1 to 5: O -0.36; C 0.55; S -0.43; C 0.21; O -0.45

# 4
The following is a DFT calculation (ωB97M-V/def2-TZVPD) of a cluster of 4 separate species, C4H14NO3 in total.

CARTESIAN COORDINATES (ANGSTROEM)
C: -0.042 0.956 1.590
C: 0.210 0.630 0.146
C: 0.537 1.485 -0.804
C: 0.319 -1.372 -1.176
N: -0.143 -0.733 -0.185
H: 0.107 0.061 2.185
H: 0.649 1.710 1.937
H: -1.016 1.382 1.826
H: 0.466 1.403 -1.877
H: 0.719 2.516 -0.532
H: -0.114 -2.333 -1.422
H: 1.130 -0.982 -1.765
H: -0.778 -1.155 0.492
H: -2.143 3.080 -2.634
H: -0.712 3.752 -2.735
O: -1.195 2.952 -2.519
H: 2.764 -3.120 0.324
H: 3.130 -1.628 0.478
O: 2.404 -2.227 0.260
H: -2.528 -2.677 1.798
H: -1.949 -1.666 2.748
O: -1.814 -2.032 1.866

Output
Molecular weight ... 124.2 g mol⁻¹
Total energy ... -12000.44863 eV
Energy above the lowest of the compared OMol25 structures with the same formula, charge and spin ... 31.4 kcal per mole
Net charge ... +1
HOMO level ... -0.49916 Eh

Mulliken population analysis, charges in e, atoms 1 to 5: C -1.33; C 0.87; C -0.83; C -0.27; N 0.19

# 5
The following is a DFT calculation (ωB97M-V/def2-TZVPD) of a cluster of 2 separate species, C7H18ClNSi in total.

CARTESIAN COORDINATES (ANGSTROEM)
C: -0.751 2.043 1.509
C: 1.410 0.915 1.281
C: 0.449 2.239 -0.618
C: -1.568 0.356 -1.150
C: 0.687 -2.389 1.180
C: -0.501 -2.483 -1.763
C: 0.075 1.339 0.540
N: -0.645 0.181 0.023
Si: 0.271 -1.399 -0.353
Cl: 2.516 -2.406 -1.908
H: -1.842 1.886 1.290
H: -0.612 1.580 2.537
H: -0.403 3.080 1.517
H: 1.772 1.870 1.767
H: 2.162 0.695 0.545
H: 1.145 0.159 2.103
H: -0.465 2.617 -1.072
H: 1.071 3.149 -0.185
H: 1.073 1.546 -1.281
H: -2.149 -0.541 -1.390
H: -2.531 0.920 -1.020
H: -1.118 0.603 -2.110
H: 1.087 -3.361 0.868
H: 1.188 -1.851 2.033
H: -0.131 -2.676 1.731
H: -0.045 -3.526 -1.780
H: -1.648 -2.577 -1.534
H: -0.497 -1.968 -2.760

Output
Molecular weight ... 179.8 g mol⁻¹
Total energy ... -29439.80328 eV
Energy above the lowest of the compared OMol25 structures with the same formula, charge and spin ... 54.8 kcal per mole
Net charge ... 0
HOMO level ... -0.32791 Eh

Mulliken population analysis, charges in e, atoms 1 to 5: C -1.58; C -1.68; C -1.64; C -1.03; C -1.14

# 6
The following is a DFT calculation (ωB97M-V/def2-TZVPD) of a structure of composition C22H28AuIN2O2P2.

CARTESIAN COORDINATES (ANGSTROEM)
Au: 1.090 -0.608 0.950
N: -1.130 -0.179 0.921
C: -1.540 0.727 1.971
C: -2.829 1.160 2.084
C: -3.203 2.052 3.112
C: -2.277 2.504 4.006
C: -0.929 2.088 3.902
C: 0.080 2.528 4.786
C: 1.365 2.093 4.621
C: 1.645 1.216 3.564
N: 0.733 0.782 2.723
C: -0.559 1.197 2.872
H: -1.441 0.225 0.004
H: -1.619 -1.065 1.024
H: -3.567 0.820 1.368
H: -4.232 2.373 3.184
H: -2.556 3.184 4.800
H: -0.177 3.208 5.588
H: 2.161 2.409 5.279
H: 2.657 0.863 3.409
C: 1.688 -1.172 -2.537
P: 1.242 -2.019 -1.007
C: -0.128 -3.127 -1.386
C: 2.672 -3.084 -0.604
C: 3.853 -2.239 -0.123
P: 3.396 -1.183 1.299
C: 4.669 0.102 1.335
C: 3.662 -2.211 2.767
H: 1.961 -1.906 -3.297
H: 2.527 -0.496 -2.370
H: 0.822 -0.602 -2.869
H: 0.154 -3.811 -2.189
H: -0.969 -2.519 -1.716
H: -0.398 -3.706 -0.503
H: 2.951 -3.670 -1.481
H: 2.354 -3.791 0.168
H: 4.202 -1.578 -0.920
H: 4.700 -2.868 0.160
H: 5.660 -0.354 1.307
H: 4.587 0.710 2.234
H: 4.549 0.754 0.470
H: 4.700 -2.545 2.811
H: 3.006 -3.081 2.734
H: 3.431 -1.647 3.670
I: -5.641 2.624 -7.076
C: -4.519 1.942 -5.550
C: -3.989 0.625 -5.606
C: -3.226 0.175 -4.568
C: -2.985 1.006 -3.453
C: -3.517 2.311 -3.400
C: -4.272 2.786 -4.434
C: -2.141 0.486 -2.294
O: -2.336 1.060 -1.201
O: -1.351 -0.437 -2.558
H: -4.193 0.003 -6.467
H: -2.787 -0.813 -4.573
H: -3.317 2.910 -2.523
H: -4.687 3.784 -4.416

Output
Molecular weight ... 738.3 g mol⁻¹
⟨S²⟩ ... 2.025
Total energy ... -60700.95513 eV
Net charge ... +2
HOMO level (alpha / beta) ... -0.44687 / -0.50517 Eh
Multiplicity ... 3

Mulliken population analysis, charges in e, atoms 1 to 5: Au 0.86; N -0.36; C 0.13; C -0.27; C -0.84

# 7
The following is a DFT calculation (ωB97M-V/def2-TZVPD) of a cluster of 5 separate species, CH12O4S2 in total.

CARTESIAN COORDINATES (ANGSTROEM)
C: 0.903 0.756 1.400
S: 1.990 2.281 1.007
S: 0.615 3.827 0.947
H: 0.269 1.343 2.163
H: 0.389 0.509 0.512
H: 1.595 0.181 2.078
H: -0.412 3.294 0.222
O: -2.477 2.225 -0.037
H: -2.909 1.400 -0.008
H: -3.138 2.847 0.006
O: 0.346 2.220 -2.439
H: 0.056 2.216 -1.532
H: -0.513 2.022 -2.988
O: 2.595 -5.817 -1.098
H: 2.610 -4.866 -1.185
H: 2.510 -6.056 -0.149
O: -1.781 -3.082 0.257
H: -1.841 -2.303 0.848
H: -0.806 -2.996 -0.004

Output
Molecular weight ... 152.2 g mol⁻¹
SMILES string ... CSS.O.O.O.O
Total energy ... -31090.75518 eV
Energy above the lowest of the compared OMol25 structures with the same formula, charge and spin ... 48.1 kcal per mole
Net charge ... 0
HOMO level ... -0.31028 Eh

Mulliken population analysis, charges in e, atoms 1 to 5: C -0.79; S -0.04; S -0.15; H 0.30; H 0.25

# 8
The following is a DFT calculation (ωB97M-V/def2-TZVPD) of a structure of composition C5H10N2O.

CARTESIAN COORDINATES (ANGSTROEM)
C: 1.861 0.293 -0.486
C: -1.608 -1.706 0.252
C: -0.847 0.271 -1.187
C: 0.231 1.294 1.060
C: -1.064 -0.326 0.065
O: 1.811 -1.045 -0.105
N: -0.544 0.296 1.142
N: 0.718 2.381 1.367
H: 1.551 -1.095 0.822
H: 0.125 3.023 1.888
H: 2.449 0.941 0.162
H: 2.244 0.348 -1.505
H: -1.196 -2.172 1.148
H: -2.698 -1.678 0.350
H: 0.509 0.457 -1.006
H: -1.128 -0.287 -2.073
H: -1.042 1.337 -1.283
H: -1.374 -2.331 -0.612

Output
Molecular weight ... 114.1 g mol⁻¹
Total energy ... -10370.79573 eV
Energy above the lowest of the compared OMol25 structures with the same formula, charge and spin ... 104.0 kcal per mole
Net charge ... 0
HOMO level ... -0.28499 Eh

Mulliken population analysis, charges in e, atoms 1 to 5: C -0.62; C -1.23; C -0.99; C 0.49; C 0.97

# 9
The following is a DFT calculation (ωB97M-V/def2-TZVPD) of a cluster of 2 separate species, C4H8O2 in total.

CARTESIAN COORDINATES (ANGSTROEM)
C: 0.381 1.720 0.644
C: 0.089 -0.013 -1.289
O: 0.942 -0.863 -0.756
C: 0.180 -1.619 0.258
C: -1.093 -0.790 0.331
O: -1.146 -0.214 -0.990
H: -0.136 2.641 0.428
H: 1.313 1.847 0.110
H: 0.687 1.829 1.673
H: 0.379 0.546 -2.170
H: 0.112 -2.656 -0.111
H: 0.759 -1.603 1.186
H: -0.352 0.714 0.802
H: -2.020 -1.311 0.535

Output
Molecular weight ... 88.1 g mol⁻¹
Total energy ... -8367.91710 eV
Energy above the lowest of the compared OMol25 structures with the same formula, charge and spin ... 123.7 kcal per mole
Net charge ... 0
HOMO level (alpha / beta) ... -0.25921 / -0.25919 Eh

Mulliken population analysis, charges in e, atoms 1 to 5: C -1.11; C 0.12; O -0.30; C -0.14; C -0.84

# 10
The following is a DFT calculation (ωB97M-V/def2-TZVPD) of a structure of composition CH3NO4.

CARTESIAN COORDINATES (ANGSTROEM)
C: -0.399 -0.063 -0.154
N: -4.149 -0.014 0.027
O: -4.762 -0.989 0.003
O: -4.535 1.063 -0.095
O: -0.583 -1.267 -0.176
O: -2.594 0.082 0.070
H: 0.007 0.563 0.685
H: -2.088 1.184 0.380
H: -0.218 0.496 -1.041

Output
Molecular weight ... 93.0 g mol⁻¹
Total energy ... -10757.83554 eV
Energy above the lowest of the compared OMol25 structures with the same formula, charge and spin ... 131.0 kcal per mole
Net charge ... 0
HOMO level ... -0.37817 Eh

Mulliken population analysis, charges in e, atoms 1 to 5: C -0.16; N 1.12; O -0.48; O -0.51; O -0.39

# 11
The following is a DFT calculation (ωB97M-V/def2-TZVPD) of a structure of composition C19H19N2O5V.

CARTESIAN COORDINATES (ANGSTROEM)
V: 0.823 -1.593 -0.582
O: 1.957 -3.097 -1.552
C: 2.130 -2.649 -2.932
C: 0.831 -2.022 -3.413
N: 0.283 -0.948 -2.491
C: -1.196 -0.963 -2.568
C: -1.670 -2.142 -1.728
O: -2.760 -2.592 -1.701
O: -0.629 -2.578 -0.950
C: 0.906 0.370 -2.746
C: 2.239 0.395 -2.019
O: 3.149 1.116 -2.215
O: 2.205 -0.566 -1.039
H: 1.723 -4.036 -1.520
H: 2.978 -1.971 -2.931
H: 2.374 -3.501 -3.562
H: 0.962 -1.590 -4.407
H: 0.072 -2.798 -3.482
H: -1.594 -0.050 -2.123
H: -1.554 -1.044 -3.594
H: 1.034 0.570 -3.810
H: 0.280 1.154 -2.315
N: 0.109 -0.506 0.504
C: -0.231 0.396 1.407
C: 0.509 0.516 2.629
C: 1.853 0.093 2.693
C: 2.553 0.210 3.870
C: 1.917 0.725 5.001
C: 0.588 1.133 4.956
C: -0.121 1.036 3.776
C: -1.377 1.231 1.069
C: -2.499 0.652 0.454
C: -3.588 1.443 0.146
C: -3.547 2.811 0.410
C: -2.429 3.389 1.001
C: -1.344 2.604 1.347
H: 2.354 -0.257 1.799
H: 3.592 -0.083 3.921
H: 2.468 0.808 5.929
H: 0.107 1.515 5.845
H: -1.165 1.313 3.741
H: -2.545 -0.420 0.307
H: -4.477 0.998 -0.281
H: -4.399 3.429 0.160
H: -2.407 4.453 1.196
H: -0.465 3.047 1.797

Output
Molecular weight ... 406.3 g mol⁻¹
Total energy ... -58900.97095 eV
Energy above the lowest of the compared OMol25 structures with the same formula, charge and spin ... 0.0 kcal per mole
Net charge ... +2
HOMO level (alpha / beta) ... -0.57631 / -0.57635 Eh

Mulliken population analysis, charges in e, atoms 1 to 5: V 0.86; O -0.35; C -0.58; C -0.50; N 0.10

# 12
The following is a DFT calculation (ωB97M-V/def2-TZVPD) of an isolated molecule of C4H6O2.

CARTESIAN COORDINATES (ANGSTROEM)
O: 0.789 1.964 -0.604
C: -0.049 1.212 -1.012
C: -0.049 -0.315 -0.938
C: 0.391 -0.811 0.412
C: -0.224 -0.126 1.597
O: -1.087 0.712 1.474
H: -0.878 1.646 -1.610
H: -1.072 -0.581 -1.212
H: 0.482 -0.662 -1.828
H: 1.479 -0.800 0.528
H: 0.165 -1.879 0.554
H: 0.053 -0.360 2.640

Output
Molecular weight ... 86.1 g mol⁻¹
SMILES string ... O=CCCC=O
Total energy ... -8339.25214 eV
Energy above the lowest of the compared OMol25 structures with the same formula, charge and spin ... 27.9 kcal per mole
Net charge ... 0
HOMO level ... -0.35734 Eh

Mulliken population analysis, charges in e, atoms 1 to 5: O -0.48; C -0.03; C -0.47; C -0.53; C 0.00